# C23H15CdO6P

C23H15CdO6P as an isolated structure in a non-equilibrium geometry (wB97M-V/def2-TZVPD, OMol25).

```
46
Properties=species:S:1:pos:R:3:forces:R:3:nbo_charge:R:1
O 0.00140 3.55521 -3.51349 0.003 -3.948 -0.049 -0.353
C 0.00145 2.40912 -3.55536 -0.004 4.399 0.059 0.444
Cd 0.00031 -0.00779 -3.53279 0.058 0.716 1.556 1.481
O 0.00026 0.00138 -7.07132 -0.004 -0.017 3.434 -0.327
C -0.00155 -0.00670 -5.93040 0.000 0.026 -4.122 0.417
C -0.00125 -2.36533 -3.55174 0.000 -5.874 0.351 0.424
O -0.00194 -3.52241 -3.50954 0.003 5.285 -0.211 -0.326
C -2.42270 0.05053 -3.66546 -1.961 -0.059 0.273 0.426
O -3.54008 0.01583 -3.53574 1.468 0.125 -0.296 -0.338
C 2.42949 0.06224 -3.68814 1.384 -0.044 0.201 0.425
O 3.54228 0.02394 -3.55626 -0.911 0.132 -0.278 -0.341
O 0.02956 0.54444 -1.28883 -0.004 1.255 -1.807 -1.295
P 0.02861 0.40671 0.24616 0.057 -0.129 -2.124 1.918
C -1.62461 -0.37676 0.36520 0.708 -0.234 1.274 -0.406
C -2.22992 -0.39073 1.62542 -0.066 0.190 -0.296 -0.167
C -3.42025 -1.06508 1.83494 0.074 -0.567 -0.514 -0.195
C -3.97742 -1.79077 0.76075 -0.115 -0.051 0.413 -0.152
C -3.36221 -1.81520 -0.51170 -0.220 0.044 0.558 -0.206
C -2.19509 -1.09535 -0.70240 0.328 -0.053 0.478 -0.194
C 1.62408 -0.46579 0.34020 -0.685 -1.372 0.694 -0.455
C 2.21176 -0.60778 1.58598 0.215 0.886 0.257 -0.144
C 3.57202 -0.85553 1.71324 0.069 -0.715 -0.127 -0.202
C 4.22827 -1.39880 0.60033 0.000 0.202 0.523 -0.158
C 3.55641 -1.54125 -0.62137 -0.255 -0.268 0.004 -0.238
C 2.26918 -1.05951 -0.77253 -0.539 0.449 0.285 -0.105
C 0.09766 1.72994 1.50689 -0.882 0.173 1.163 -0.487
C 1.17493 1.79799 2.44996 0.061 0.159 -0.446 -0.123
C 0.94514 1.91878 3.83574 -0.053 0.593 -0.915 -0.247
C -0.33476 2.29512 4.27573 -0.352 -0.049 -0.584 -0.131
C -1.34997 2.58625 3.33955 0.235 0.393 -1.277 -0.244
C -1.14284 2.28377 1.96424 0.229 -0.138 0.016 -0.138
H -1.79774 0.20119 2.43300 -0.111 -0.587 -0.183 0.239
H -3.79031 -1.06366 2.86639 -0.383 -0.187 -0.678 0.246
H -4.88700 -2.37234 0.94746 0.361 0.231 -0.224 0.244
H -3.74620 -2.42377 -1.34514 -0.064 0.358 0.630 0.230
H -1.70244 -1.15739 -1.67151 0.025 0.063 0.386 0.156
H 1.60484 -0.36686 2.45214 0.428 -0.119 -0.033 0.235
H 4.04651 -0.65468 2.68844 -0.062 -0.596 -0.680 0.246
H 5.23570 -1.78112 0.72927 -0.007 0.230 -0.227 0.245
H 3.99267 -2.06657 -1.46751 0.261 0.108 0.279 0.225
H 1.73713 -1.19156 -1.73392 0.414 0.220 0.807 0.143
H 2.18726 1.83625 2.00819 -0.511 -0.672 0.757 0.241
H 1.78569 1.78247 4.53230 -0.519 0.301 -0.347 0.251
H -0.54660 2.41454 5.33608 0.126 -0.011 -0.192 0.247
H -2.30136 3.08789 3.60605 0.771 -0.592 0.091 0.251
H -1.92634 2.43914 1.18148 0.430 -0.256 1.120 0.237
```
Positions in Å, forces in eV/Å.

Properties
gap between HOMO and LUMO	6.9	eV
charge	+2
HOMO level	-14.1	eV
LUMO energy	-7.199	eV
energy relative to the best compared isomer or geometry (same formula, charge and spin)	12.3	kJ/mol

---

# C2H5FN2S2

One molecule with the formula C2H5FN2S2 in a non-equilibrium geometry (wB97M-V/def2-TZVPD, OMol25).

```
12
Properties=species:S:1:pos:R:3:forces:R:3:nbo_charge:R:1
F -0.21999 2.44957 -0.01257 1.179 -1.531 -0.335 -0.390
C 0.71316 1.32599 -0.17482 -2.709 0.312 0.373 -0.020
C -0.08429 -0.02085 -0.11846 0.388 -0.243 -0.431 0.375
N 0.49462 -1.18372 -0.07954 -0.770 1.440 0.083 -0.622
S 2.20288 -1.17976 -0.11933 0.304 -1.049 0.182 0.126
N -1.48768 0.11303 -0.18008 1.548 0.296 0.055 -0.770
S -2.50366 -1.22142 -0.17626 0.180 -0.333 1.396 0.219
H 1.35007 1.37499 0.68935 0.582 0.038 0.119 0.206
H 1.20776 1.46733 -1.13317 0.116 -0.064 0.120 0.208
H 2.45311 -2.54196 0.11668 -0.660 1.392 -0.235 0.142
H -1.85327 1.03888 0.03435 0.167 -0.492 -0.090 0.424
H -2.27270 -1.62211 1.15386 -0.326 0.234 -1.237 0.102
```
Positions in Å, forces in eV/Å.

Properties
gap between HOMO and LUMO	9.2	eV
charge	0
SMILES	FC/C(=N\S)NS
HOMO level	-8.5	eV
LUMO energy	0.733	eV
energy relative to the best compared isomer or geometry (same formula, charge and spin)	17.5	kJ/mol

---

# C17H20N2O3

One molecule with the formula C17H20N2O3 (wB97M-V/def2-TZVPD, OMol25).

```
42
Properties=species:S:1:pos:R:3:forces:R:3:nbo_charge:R:1
O -0.68345 -1.53701 0.84740 0.061 -0.095 -0.053 -0.538
C 0.00526 -2.15767 0.07119 -0.004 0.193 -0.250 0.561
C 0.30813 -1.59080 -1.31838 -0.191 0.334 0.087 -0.335
N -0.30108 -0.29533 -1.44175 0.154 -0.392 -0.115 -0.473
C -1.54994 -0.10422 -2.04448 0.062 0.127 -0.111 0.802
O -2.14840 -0.93464 -2.67793 -0.217 -0.391 -0.126 -0.621
N -1.87626 1.18475 -1.81353 -0.117 0.245 -0.061 -0.619
C -0.97038 1.86008 -0.89621 -0.270 0.399 -0.019 0.026
C -1.70769 2.11820 0.43188 0.204 -0.240 0.252 -0.401
C -0.85055 2.23438 1.69179 0.058 0.084 -0.053 -0.404
C 0.33444 3.20781 1.63231 -0.075 0.108 0.133 -0.412
C 0.21427 4.34386 0.61705 0.310 -0.108 0.041 -0.402
C 0.60512 3.91142 -0.79662 -0.228 0.157 -0.027 -0.405
C -0.47970 3.15617 -1.55722 0.436 -0.152 0.120 -0.385
C 0.12758 0.80458 -0.75137 -0.191 0.026 -0.312 0.724
O 1.19091 0.88652 -0.19182 0.176 0.018 0.220 -0.593
C 0.59566 -3.47211 0.40113 0.079 -0.453 0.408 -0.104
C 1.31014 -4.24373 -0.51535 -0.153 0.221 0.113 -0.200
C 1.82960 -5.46660 -0.13329 0.084 -0.146 -0.019 -0.206
C 1.64780 -5.93379 1.15915 0.018 0.012 -0.079 -0.183
C 0.93919 -5.17449 2.07657 -0.013 -0.002 0.037 -0.214
C 0.41602 -3.95372 1.69950 -0.018 0.116 -0.110 -0.171
H -0.12623 -2.23229 -2.08993 0.129 0.021 0.055 0.262
H 1.38918 -1.49943 -1.45289 -0.097 -0.085 -0.032 0.243
H -2.78416 1.55045 -2.04369 -0.002 -0.130 -0.016 0.416
H -2.39568 1.28296 0.59092 -0.015 0.078 -0.054 0.228
H -2.30933 3.02151 0.30498 -0.046 -0.005 -0.078 0.202
H -1.52882 2.53593 2.49410 0.016 -0.065 0.023 0.206
H -0.47035 1.24391 1.94514 -0.075 -0.031 0.073 0.223
H 1.23839 2.64700 1.39687 0.023 0.044 0.068 0.225
H 0.46767 3.63535 2.62844 0.048 -0.020 0.011 0.204
H 0.90098 5.13731 0.92140 -0.079 0.052 0.006 0.211
H -0.79135 4.76825 0.62265 -0.077 0.139 0.010 0.188
H 1.50001 3.29107 -0.73750 0.068 0.063 -0.035 0.220
H 0.85271 4.79804 -1.38589 0.040 -0.033 -0.024 0.208
H -1.35045 3.80552 -1.68877 -0.056 -0.038 -0.026 0.200
H -0.10177 2.90487 -2.55202 -0.087 0.001 -0.020 0.216
H 1.45885 -3.90099 -1.52705 0.024 0.047 -0.121 0.215
H 2.37995 -6.06090 -0.84754 0.037 -0.040 -0.056 0.216
H 2.05792 -6.88976 1.44921 0.036 -0.075 0.016 0.217
H 0.79548 -5.53632 3.08363 -0.012 -0.023 0.079 0.218
H -0.13967 -3.34614 2.39795 -0.039 0.041 0.041 0.237
```
Positions in Å, forces in eV/Å.

Properties
gap between HOMO and LUMO	9.8	eV
charge	0
SMILES	O=C(CN1C(=O)NC2(CCCCCC2)C1=O)c1ccccc1
HOMO level	-9.7	eV
LUMO energy	0.087	eV
energy relative to the best compared isomer or geometry (same formula, charge and spin)	0.0	kJ/mol